Here is a structure of composition C31H49InNO3P2S from the Open Molecules 2025 dataset. Energies are from ωB97M-V/def2-TZVPD.

Geometry as ORCA input:
```
! RIJCOSX wB97M-V def2-TZVPD def2/J DEFGRID3
* xyz 1 1
In -0.25203 0.16121 -0.14156
C -1.88633 1.75181 -0.04666
C -2.25113 0.78581 -1.07736
C -2.13703 -0.44749 0.91644
C -1.88733 0.99361 1.20124
C -2.40163 -0.57329 -0.50936
C -1.98093 3.28421 -0.16796
H -1.64973 3.62891 -1.14676
H -1.37553 3.79261 0.57764
H -3.01123 3.61281 -0.03316
C -1.88823 1.59581 2.61824
H -1.69923 2.66631 2.61674
H -1.16213 1.12111 3.27424
H -2.86643 1.45291 3.07634
C -2.39723 -1.52299 1.98524
H -3.46143 -1.59429 2.20774
H -1.88013 -1.29439 2.91674
H -2.05733 -2.50289 1.65784
C -3.33413 -1.71789 -0.98836
H -4.36263 -1.45359 -0.74226
H -3.13243 -2.64599 -0.45696
H -3.33743 -1.95419 -2.04626
C -3.12343 1.32701 -2.23416
H -4.04783 1.71871 -1.80956
H -3.45503 0.56971 -2.94026
H -2.67153 2.16481 -2.75686
C 1.28837 0.55621 -3.56096
C 0.27027 1.42541 -3.71316
C -0.30883 1.79051 -5.06356
C -1.16933 0.64111 -5.61256
C -1.21243 -0.58629 -4.68556
C -0.19253 -1.42679 -4.60826
C 1.12517 -1.21719 -5.35596
C 1.99267 -0.11739 -4.72736
H 0.49837 2.02021 -5.75956
H -0.76443 0.33991 -6.57776
H -0.87503 2.71811 -4.98076
H 2.25857 0.62801 -5.47716
H 1.70027 0.19791 -2.64636
H -0.25043 1.92791 -2.94076
H 2.94697 -0.51839 -4.38626
H 1.66027 -2.15889 -5.46566
H -0.32063 -2.41809 -4.25016
H 0.91517 -0.95129 -6.39066
H -2.16593 0.96881 -5.89776
H -2.16473 -0.91669 -4.36806
P 1.37207 1.81621 0.41524
C 1.13217 2.75241 2.05224
H 2.00417 3.36691 2.27394
H 0.99307 2.08761 2.90124
H 0.28217 3.42511 1.99174
C 3.19657 1.39371 0.70534
H 3.73817 2.24461 1.11794
H 3.68017 1.11411 -0.23006
H 3.28757 0.56071 1.40194
C 1.70627 3.44031 -0.52316
H 2.20487 3.24831 -1.47286
H 2.36067 4.09611 0.05074
H 0.77837 3.97731 -0.71476
P 0.65957 -1.97179 -0.40036
C -0.45123 -3.49309 -0.76276
H 0.14597 -4.31769 -1.15316
H -1.24453 -3.28789 -1.47366
H -0.97253 -3.84629 0.12664
C 2.38367 -2.45139 -1.05876
H 2.36267 -2.65429 -2.11876
H 2.78507 -3.36469 -0.62126
H 3.10057 -1.65629 -0.85716
C 1.12987 -3.01039 1.15774
H 1.35187 -4.05279 0.92454
H 0.31957 -3.01889 1.88744
H 2.02487 -2.61479 1.63964
O 4.18517 0.27231 4.06644
S 3.24267 -0.91319 4.32164
O 3.90417 -2.21959 3.85834
N 2.27597 -0.68289 2.88344
C 1.01797 -0.54889 3.06374
O 0.16597 -0.32199 1.99944
C 0.64317 -0.63209 4.52224
C -0.60153 -0.53219 5.18434
C -0.65983 -0.62419 6.58324
C 0.50627 -0.81369 7.33364
C 1.73957 -0.91339 6.68774
C 1.78107 -0.82209 5.29704
H -1.53813 -0.37709 4.69544
H -1.61443 -0.54449 7.08874
H 0.45047 -0.87819 8.41254
H 2.64727 -1.05459 7.25984
*
```

Properties
**ΔE to the lowest compared entry with this formula, charge and spin**: 0.0 kcal per mole

Charges obtained by Löwdin population analysis, quoted in units of e: In 0.4451; C -0.2921; C -0.2601; C -0.2638; C -0.2351; C -0.2592; C -0.0112; H 0.0761; H 0.0598; H 0.0985; C -0.0051; H 0.0714; H 0.0442; H 0.0972; C 0.0029; H 0.0977; H 0.0532; H 0.0656; C -0.0140; H 0.0969; H 0.0631; H 0.0723; C -0.0056; H 0.0963; H 0.0710; H 0.0705; C -0.1207; C -0.1160; C -0.1641; C -0.1495; C -0.1049; C -0.1106; C -0.1594; C -0.1669; H 0.1097; H 0.1041; H 0.1058; H 0.1098; H 0.0582; H 0.0649; H 0.1047; H 0.1058; H 0.0889; H 0.1053; H 0.1061; H 0.0794; P 0.9141; C -0.1899; H 0.0615; H 0.0394; H 0.0288; C -0.2092; H 0.0584; H 0.0415; H 0.0085; C -0.2163; H 0.0422; H 0.0524; H 0.0278; P 0.9561; C -0.2131; H 0.0618; H 0.0159; H 0.0422; C -0.2130; H 0.0298; H 0.0538; H 0.0448; C -0.2360; H 0.0619; H 0.0447; H 0.0299; O -0.3477; S 0.8522; O -0.3433; N -0.0415; C -0.4340; O -0.2957; C -0.1018; C -0.0004; C -0.0353; C -0.0456; C -0.0243; C -0.2485; H 0.0866; H 0.1144; H 0.1145; H 0.1258

Here is a cluster of 2 separate species, C31H49N2O4PS3 in total from the Open Molecules 2025 dataset. Energies are from ωB97M-V/def2-TZVPD.

Geometry as ORCA input:
```
! RIJCOSX wB97M-V def2-TZVPD def2/J DEFGRID3
* xyz 1 2
C 5.32836 1.35908 2.95161
C 5.03304 -0.18279 2.65531
O 3.81448 -0.21171 1.86809
P 3.61803 -1.68313 1.11290
O 4.87758 -2.09517 0.42898
C 2.35678 -1.36536 -0.23066
C 0.97336 -2.08285 -0.01648
S 0.04584 -1.85875 -1.62261
C -1.76849 -2.00589 -1.35764
C -2.58861 -0.73808 -1.84275
C -2.52342 0.45146 -0.75733
S -4.25116 1.00708 -0.36583
C -4.52325 0.54816 1.39528
S -3.29961 0.90342 2.46358
N -5.72455 -0.10990 1.82541
C -5.90673 -0.07035 3.27422
C -6.28118 1.17547 3.97762
C -6.49700 1.21936 5.41970
C -6.36902 0.02263 6.25456
C -5.97841 -1.21625 5.58515
C -5.75099 -1.25539 4.13281
C -5.83490 -1.47179 1.30881
C -7.17257 -2.01933 1.07772
C -7.27008 -3.40900 0.59932
C -6.06635 -4.19794 0.35461
C -4.73208 -3.61577 0.59365
C -4.61686 -2.24316 1.08154
O 3.10020 -2.72871 2.28582
C 3.18964 -4.11748 1.88745
C 3.61464 -4.92676 3.19268
H 6.44428 1.50502 2.95924
H 4.84016 1.66635 3.90748
H 4.86802 1.91271 2.08278
H 4.90284 -0.76367 3.61252
H 5.93748 -0.57116 2.12508
H 2.15298 -0.25324 -0.29184
H 2.77444 -1.65384 -1.22872
H 1.05121 -3.18113 0.18752
H 0.33594 -1.61313 0.77394
H 0.32493 -0.53638 -1.94881
H -2.13244 -2.88873 -1.95574
H -1.94191 -2.26103 -0.28167
H -3.66873 -1.01000 -1.94321
H -2.13949 -0.33535 -2.78612
H -2.04490 0.00310 0.16202
H -1.89545 1.30872 -1.12379
H -6.40662 2.12685 3.39711
H -6.79078 2.17374 5.92636
H -6.52600 0.00855 7.35454
H -5.88414 -2.14128 6.21094
H -5.45038 -2.25453 3.72594
H -8.11506 -1.44765 1.24454
H -8.25274 -3.90047 0.43290
H -6.07170 -5.26028 0.00112
H -3.80992 -4.22228 0.42834
H -3.58214 -1.86094 1.28088
H 2.20505 -4.55995 1.56352
H 3.97858 -4.33508 1.12583
H 4.09217 -5.90445 2.89178
H 4.41631 -4.38080 3.76780
H 2.72670 -5.09671 3.85061
C 4.83546 3.84675 -3.77252
C 4.14020 2.49210 -3.48590
C 3.44214 1.99435 -4.76324
C 2.17189 2.77356 -5.09793
C 1.22545 2.81414 -3.90389
C 1.89317 3.31171 -2.61011
N 3.19407 2.63162 -2.33615
O 2.92295 1.41492 -1.88367
C 2.10907 4.83730 -2.68828
C 0.89162 3.14625 -1.44892
C 5.30788 1.54019 -3.15695
H 5.82857 3.70122 -4.20129
H 4.29727 4.46161 -4.49376
H 4.97376 4.42603 -2.85709
H 3.18065 0.93488 -4.65599
H 4.13104 2.05181 -5.61035
H 2.41561 3.78782 -5.42495
H 1.66892 2.29821 -5.94466
H 0.36531 3.44455 -4.14662
H 0.82380 1.80373 -3.74649
H 2.67248 5.20126 -1.82613
H 1.15140 5.36369 -2.69145
H 2.61774 5.16503 -3.59170
H 0.53980 2.11616 -1.34322
H 0.00413 3.75985 -1.61610
H 1.33374 3.45680 -0.49903
H 5.84155 1.87120 -2.26243
H 6.02410 1.51379 -3.98026
H 4.98402 0.50975 -3.00101
*
```

Properties
**Electronic energy**: -3156.6163 a.u.
**⟨S²⟩**: 0.754

Charges obtained by Löwdin population analysis, quoted in units of e: C -0.0633; C -0.2714; O -0.2381; P 0.6063; O -0.2786; C -0.2478; C -0.3719; S 1.1092; C -0.3821; C -0.2644; C -0.4692; S 0.8662; C -0.9995; S 0.7014; N -0.0984; C -0.2618; C -0.0348; C -0.0708; C -0.0736; C -0.0680; C -0.0157; C -0.2407; C 0.0234; C -0.0527; C -0.0720; C -0.0752; C -0.0481; O -0.2257; C -0.2792; C -0.0701; H 0.0823; H 0.0746; H 0.0820; H 0.1247; H 0.1124; H 0.0857; H 0.1056; H 0.0885; H 0.1075; H 0.0363; H 0.1060; H 0.0783; H 0.0987; H 0.1077; H 0.0400; H 0.0711; H 0.1138; H 0.1039; H 0.0998; H 0.1027; H 0.1058; H 0.1237; H 0.1036; H 0.1024; H 0.0931; H 0.0886; H 0.1094; H 0.1157; H 0.0863; H 0.0882; H 0.0775; C -0.0328; C -0.4780; C -0.1320; C -0.1745; C -0.1367; C -0.4837; N -0.0427; O -0.0583; C -0.0322; C -0.0416; C -0.0397; H 0.0867; H 0.0674; H 0.0930; H 0.1207; H 0.1306; H 0.1068; H 0.1168; H 0.1279; H 0.1087; H 0.0971; H 0.0909; H 0.0636; H 0.0467; H 0.0898; H 0.0973; H 0.0950; H 0.0895; H 0.0746

Here is a cluster of 3 separate species, C31H49N3O6 in total from the Open Molecules 2025 dataset. Energies are from ωB97M-V/def2-TZVPD.

Geometry as ORCA input:
```
! RIJCOSX wB97M-V def2-TZVPD def2/J DEFGRID3
* xyz 0 3
C -5.86538 -1.43078 3.27062
C -5.01593 -1.29637 4.52675
O -5.53580 -0.88413 5.53623
O -3.70133 -1.67817 4.57613
C -2.94844 -1.47639 3.37726
C -1.49156 -1.05008 3.66508
C -1.31362 -0.19284 4.93170
N -1.58558 1.22745 4.72124
C -2.83598 1.63710 4.22037
O -3.91985 1.59873 4.74431
C -2.56225 2.24529 2.84585
C -3.39232 2.51017 1.81133
C -2.82183 3.10742 0.69957
C -1.48595 3.39600 0.69759
C -0.64724 3.09986 1.74372
C -1.19924 2.50676 2.83975
C -0.58333 2.03764 4.14895
O 0.49476 2.34444 4.58588
H -6.32380 -0.45035 3.11364
H -5.30351 -1.64179 2.36007
H -6.68620 -2.12620 3.43009
H -3.38129 -0.75565 2.67979
H -2.89116 -2.44416 2.86388
H -1.17542 -0.43436 2.81485
H -0.83949 -1.92317 3.72052
H -1.91472 -0.57502 5.75857
H -0.28064 -0.31433 5.26672
H -4.44354 2.25709 1.87156
H -3.45853 3.32536 -0.14757
H -1.05688 3.88498 -0.17056
H 0.40899 3.34008 1.72331
C 1.22139 3.82393 -5.33335
C 0.67913 2.95744 -4.16143
C 1.14156 1.50313 -4.31224
C 0.40435 0.73445 -5.40298
C -1.10240 0.82653 -5.18659
C -1.59730 2.27072 -5.07968
N -0.80952 3.06933 -4.08870
O -1.18966 2.72873 -2.89543
C -1.53792 2.91840 -6.47796
C -3.08426 2.26859 -4.72602
C 1.35238 3.52843 -2.91175
H 1.80744 3.23804 -6.04331
H 0.43447 4.33043 -5.88587
H 1.86198 4.62868 -4.97285
H 0.99644 0.97463 -3.36371
H 2.21554 1.47953 -4.50914
H 0.68081 1.11321 -6.39095
H 0.71271 -0.31308 -5.38175
H -1.61940 0.32382 -6.00732
H -1.36451 0.27581 -4.27746
H -1.78251 3.98072 -6.42746
H -2.26479 2.44962 -7.14163
H -0.57079 2.80997 -6.96586
H -3.29186 1.71810 -3.80931
H -3.65575 1.78760 -5.51961
H -3.46216 3.28580 -4.60972
H 1.03344 4.55482 -2.72387
H 2.43384 3.53317 -3.05457
H 1.15487 2.93278 -2.02066
C 3.54864 -3.85627 -0.55638
C 2.42333 -3.44050 0.43299
C 2.27026 -1.91447 0.45930
C 3.38538 -1.19812 1.21235
C 3.52743 -1.77390 2.61715
C 3.72916 -3.29138 2.61708
N 2.70248 -4.00129 1.79012
O 1.59124 -4.03138 2.45906
C 5.15228 -3.60086 2.10999
C 3.72155 -3.80011 4.05829
C 1.14245 -4.02205 -0.16830
H 4.02401 -2.99399 -1.02719
H 4.32646 -4.45313 -0.08745
H 3.16445 -4.48962 -1.35604
H 1.31634 -1.65215 0.93024
H 2.21579 -1.53460 -0.56341
H 4.32773 -1.27356 0.66233
H 3.15506 -0.13227 1.27644
H 4.36804 -1.29426 3.12372
H 2.63485 -1.51761 3.19740
H 5.30083 -4.67582 1.99447
H 5.89322 -3.24637 2.82686
H 5.39154 -3.11601 1.16495
H 2.80979 -3.52980 4.58910
H 4.55138 -3.36216 4.61273
H 3.83045 -4.88532 4.09277
H 1.16976 -5.11241 -0.17989
H 1.03837 -3.67685 -1.19815
H 0.24723 -3.70164 0.36345
*
```

Properties
**Electronic energy**: -1826.1954 a.u.
**⟨S²⟩**: 2.008

Charges obtained by Löwdin population analysis, quoted in units of e: C 0.0157; C -0.5086; O 0.1062; O -0.0074; C -0.1824; C -0.1113; C -0.1093; N 0.0384; C -0.3355; O 0.1573; C -0.0970; C -0.0070; C -0.0540; C -0.0701; C -0.0039; C -0.0870; C -0.3417; O 0.1420; H 0.0935; H 0.0671; H 0.0912; H 0.1119; H 0.1292; H 0.1160; H 0.1133; H 0.1301; H 0.1272; H 0.1250; H 0.1134; H 0.1048; H 0.1259; C -0.0219; C -0.4756; C -0.1434; C -0.1759; C -0.1366; C -0.4934; N -0.0723; O -0.0286; C -0.0447; C -0.0450; C -0.0520; H 0.0854; H 0.0633; H 0.0772; H 0.1219; H 0.1238; H 0.1038; H 0.1139; H 0.1254; H 0.1254; H 0.0917; H 0.0866; H 0.0656; H 0.0782; H 0.0864; H 0.0919; H 0.0923; H 0.0898; H 0.0727; C -0.0230; C -0.4765; C -0.1431; C -0.1742; C -0.1346; C -0.4933; N -0.0750; O -0.0221; C -0.0454; C -0.0439; C -0.0516; H 0.0846; H 0.0631; H 0.0763; H 0.1177; H 0.1212; H 0.1035; H 0.1135; H 0.1264; H 0.1217; H 0.0913; H 0.0864; H 0.0650; H 0.0783; H 0.0866; H 0.0924; H 0.0927; H 0.0885; H 0.0741